No. 1
This record from the OMol25 dataset describes a cluster of 2 separate species, C20H40BBrN3O6 in total. The level of theory is wB97M-V/def2-TZVPD.

Geometry as XYZ:
```
71
Properties=species:S:1:pos:R:3
C 3.3136 -4.0913 1.6840
O 2.2162 -4.9587 1.4977
C 1.0139 -4.5075 2.1049
C 0.3928 -3.2811 1.4354
C 0.3938 -3.3019 -0.0980
B 0.0731 -1.8923 -0.8112
O -1.3166 -1.3552 -0.6322
C -1.1114 0.0085 -0.8850
C -2.3582 0.8780 -0.7347
C -3.4192 0.3128 0.2078
C -4.6230 1.2640 0.3785
C -5.9506 0.7137 -0.1642
N -6.7840 0.1484 0.9132
C -8.1824 0.0859 0.6127
N -8.7327 -0.3962 -0.4325
N -8.9611 0.6095 1.6364
C 0.1504 0.3108 -0.0714
Br -0.3660 0.2406 1.9722
C 0.7688 1.6871 -0.1622
C 1.1537 2.1565 -1.5738
C 2.2437 3.2351 -1.5170
C 1.9542 4.3214 -0.4818
O 2.7807 4.0885 0.6857
C 2.3528 4.6199 1.8217
O 1.6190 5.5670 1.9217
O 0.9512 -0.7229 -0.3361
H 4.1256 -4.6353 2.1795
H 3.6629 -3.7196 0.7146
H 3.0516 -3.2256 2.3001
H 0.3240 -5.3570 2.1150
H 1.2272 -4.2662 3.1594
H -0.6404 -3.1800 1.7838
H 0.9519 -2.3985 1.7625
H -0.3282 -4.0447 -0.4610
H 1.3775 -3.6362 -0.4498
H 0.2417 -2.0578 -2.0486
H -0.7182 0.0807 -1.9207
H -2.0581 1.8801 -0.4075
H -2.8197 0.9906 -1.7234
H -2.9766 0.0997 1.1795
H -3.7477 -0.6480 -0.1985
H -4.4192 2.2238 -0.1043
H -4.7759 1.4614 1.4433
H -6.5325 1.4661 -0.6979
H -5.7031 -0.0707 -0.8935
H -6.4379 -0.7668 1.1767
H -8.0222 -0.7516 -1.0646
H -9.8075 1.0534 1.3151
H -8.4232 1.1769 2.2709
H 1.6589 1.7048 0.4714
H 0.0304 2.3755 0.2513
H 0.2774 2.6030 -2.0586
H 1.4773 1.3168 -2.1930
H 3.1953 2.7653 -1.2671
H 2.3675 3.7226 -2.4871
H 2.1976 5.3105 -0.8757
H 0.9108 4.3480 -0.1677
H 2.7707 4.0918 2.6849
C 6.0525 -0.6770 -0.4907
C 5.1731 -1.4562 -1.4699
C 3.9718 -0.5302 -1.6060
O 4.4809 0.8027 -1.4324
C 5.8123 0.7636 -0.9364
H 7.1056 -0.9564 -0.5239
H 5.6914 -0.8203 0.5299
H 5.6891 -1.5609 -2.4280
H 4.8947 -2.4494 -1.1222
H 3.2147 -0.7111 -0.8436
H 3.4902 -0.5949 -2.5824
H 6.5061 1.0544 -1.7355
H 5.9070 1.4823 -0.1198
```

Its molar mass is 509.3 g/mol. The calculated total energy is -4000.7427 Ha. As for the energy above the lowest of the compared OMol25 structures with the same formula, charge and spin: 5.25 kcal per mole. For the HOMO-LUMO gap, the calculation gives 7.5969 eV. Its charge is -1. The LUMO energy is 2.713 eV.


No. 2
This record from the OMol25 dataset describes a structure of composition C20H40BN2O40S8. The level of theory is wB97M-V/def2-TZVPD.

Geometry as XYZ:
```
111
Properties=species:S:1:pos:R:3
N 9.6096 -2.7746 3.2232
H 10.2217 -2.1368 3.7347
H 9.7241 -2.4214 2.2675
H 8.6363 -2.6827 3.5187
H 9.8569 -3.7714 3.2720
N 6.9020 -0.1039 10.0945
H 7.9004 -0.1044 9.8892
H 6.6722 0.1098 11.0617
H 6.5153 -1.0254 9.8104
H 6.4998 0.5585 9.4187
O 10.6605 -4.9571 5.1013
C 9.7317 -4.8083 5.8418
O 9.0392 -3.6899 5.8543
B 7.7565 -3.8173 6.5400
O 7.8438 -5.1503 7.1564
C 8.8923 -5.7978 6.6635
O 9.1221 -6.9632 6.7949
O 6.5881 -3.6798 5.6605
C 5.6380 -2.9796 6.2272
O 4.4835 -2.9320 5.9284
C 6.2647 -2.3729 7.4927
O 7.5349 -2.6726 7.5260
O 5.6606 -1.7521 8.3353
C 9.0417 -6.7363 10.1670
C 8.3161 -5.8516 11.1814
O 6.9960 -6.4178 11.1516
S 7.0442 -8.0109 10.8637
O 5.8695 -8.5686 10.2797
O 7.6405 -8.7765 11.9271
O 8.2418 -7.7728 9.7592
H 9.8572 -7.1280 10.7847
H 9.3584 -6.1887 9.2845
H 8.2544 -4.8030 10.8898
H 8.7243 -5.8409 12.1914
C 7.7023 -8.2912 4.1583
C 6.9109 -8.5844 2.9018
O 7.1144 -7.3757 2.1488
S 8.1250 -6.2889 2.7872
O 7.5903 -4.9773 2.6827
O 9.4952 -6.3633 2.3432
O 7.9789 -6.9023 4.2707
H 8.5924 -8.9027 3.9680
H 7.2809 -8.6367 5.0973
H 5.8397 -8.6365 3.1203
H 7.1437 -9.4404 2.2744
C 0.9986 -3.6575 10.1464
C 1.8087 -3.6541 8.8310
O 2.5966 -2.4708 8.7468
S 3.0942 -2.1452 10.2376
O 3.1583 -0.7424 10.4461
O 4.1943 -3.0073 10.5666
O 1.7537 -2.6627 10.9467
H 0.9631 -4.5743 10.7221
H 0.0729 -3.0937 10.0748
H 1.1292 -3.7190 7.9829
H 2.4285 -4.5471 8.7435
C 2.8994 -4.1939 3.4767
C 2.4388 -4.9185 4.7499
O 1.5252 -4.0282 5.3694
S 0.7333 -3.0820 4.3029
O 0.7914 -1.7803 4.8919
O -0.5152 -3.5859 3.8223
O 1.8124 -3.3717 3.1120
H 3.0325 -4.7903 2.5751
H 3.8142 -3.6704 3.7601
H 3.3400 -5.2403 5.2635
H 1.8826 -5.8132 4.4597
C 4.5222 -6.2263 8.0068
C 5.1994 -7.1828 6.9630
O 4.3206 -8.2869 6.8169
S 2.9884 -8.1673 7.6477
O 3.1356 -8.9447 8.8313
O 1.8697 -8.3539 6.7767
O 3.1540 -6.5632 7.9025
H 4.7646 -5.1908 7.7673
H 5.0044 -6.3520 8.9786
H 6.1433 -7.5311 7.3764
H 5.2981 -6.6063 6.0436
C 4.4947 2.8219 5.5777
C 3.0947 2.3062 5.7065
O 3.0971 1.4287 6.8012
S 4.0281 2.0817 7.9497
O 4.7718 1.0534 8.6241
O 3.2805 3.1054 8.6460
O 5.0781 2.7452 6.8630
H 4.3750 3.8447 5.2092
H 5.0744 2.3243 4.7978
H 2.7835 1.7889 4.7999
H 2.4318 3.1695 5.8113
C 8.8056 -11.4123 8.7864
C 8.8232 -10.2544 7.8130
O 7.7946 -10.3925 6.8664
S 6.8371 -11.6797 7.1958
O 7.2761 -12.7916 6.3972
O 5.4682 -11.2930 7.1633
O 7.4488 -11.8926 8.7124
H 9.0619 -11.2186 9.8246
H 9.5942 -12.0892 8.4483
H 9.6813 -10.2064 7.1246
H 8.8868 -9.2069 8.1120
C 12.7103 -7.8153 4.1395
C 13.7896 -7.5581 3.0015
O 15.0196 -8.0832 3.5355
S 14.9477 -8.1594 5.1706
O 15.0448 -6.7925 5.6654
O 15.7998 -9.1683 5.7179
O 13.3820 -8.6424 5.0810
H 11.9283 -8.4049 3.6665
H 12.2990 -6.9007 4.5535
H 13.8950 -6.4751 2.9776
H 13.6494 -8.0323 2.0394
```

Its molar mass is 1215.9 g/mol. The calculated total energy is -7115.2882 Ha. As for the energy above the lowest of the compared OMol25 structures with the same formula, charge and spin: 0.00 kcal per mole. For the HOMO-LUMO gap, the calculation gives 8.9678 eV. Its charge is +1. The LUMO energy is -3.418 eV.


No. 3
This record from the OMol25 dataset describes a cluster of 2 separate species, C20H40BO7S in total. The level of theory is wB97M-V/def2-TZVPD.

Geometry as XYZ:
```
69
Properties=species:S:1:pos:R:3
C 4.6155 3.2910 2.3034
C 3.7568 3.0522 0.9868
C 2.1957 2.8655 1.2683
C 1.8869 1.6229 2.2344
C 1.8751 0.2468 1.3906
C 2.5913 -0.8434 2.3092
C 2.9572 -2.1940 1.5407
C 1.6572 -2.8665 0.8680
C 1.5231 -2.3929 -0.6632
C 0.0153 -2.1988 -1.1431
C -0.1538 -0.6590 -1.5390
C -1.5465 -0.0020 -1.1448
C -2.0568 -0.3527 0.3220
C -2.4312 0.8991 1.2371
C -2.9870 2.2264 0.5785
C -1.6673 3.2715 0.5616
C -1.4518 4.1131 1.9731
O -1.9927 4.7220 0.6317
C -3.6959 0.3123 2.0913
O -3.4795 0.6612 3.4984
B -2.0166 0.8825 3.5293
O -1.3644 0.9891 2.1985
H 5.5372 3.9274 2.1082
H 4.9749 2.2908 2.6879
H 3.9940 3.7876 3.1146
H 3.8785 3.8666 0.2040
H 4.1090 2.0696 0.5266
H 1.7058 2.6482 0.2737
H 1.7617 3.8287 1.6941
H 0.8869 1.8269 2.7190
H 2.7035 1.5155 3.0102
H 2.4523 0.4623 0.4341
H 0.8271 -0.0545 1.0971
H 1.8842 -1.0961 3.1687
H 3.5508 -0.4362 2.7498
H 3.7280 -1.9176 0.7432
H 3.4621 -2.9372 2.2442
H 0.7724 -2.4738 1.4474
H 1.7329 -3.9987 0.8643
H 2.0623 -3.1869 -1.2790
H 2.1279 -1.4428 -0.7556
H -0.7428 -2.5959 -0.4124
H -0.1129 -2.8189 -2.0907
H 0.6584 0.0214 -1.1496
H -0.0828 -0.6002 -2.6764
H -1.4395 1.1180 -1.3395
H -2.3292 -0.3436 -1.9003
H -2.9758 -1.0150 0.1911
H -1.3032 -0.9872 0.8923
H -3.3150 2.1249 -0.4944
H -3.7349 2.7740 1.2283
H -0.7070 2.9221 -0.0116
H -0.3504 3.9031 1.9749
H -2.2382 3.6316 2.6100
H -3.7610 -0.8282 2.1711
H -4.7161 0.7386 1.8345
H -1.4230 0.0224 4.1277
H -1.8052 1.8817 4.1866
C -2.2885 -3.4333 -6.5953
C -1.0593 -4.0464 -5.9452
O -0.7214 -3.1563 -4.8824
S -2.0784 -2.4908 -4.2941
O -2.4740 -3.2280 -3.1357
O -1.9223 -1.0721 -4.2967
O -3.0604 -2.9056 -5.5169
H -2.0150 -2.6061 -7.2560
H -2.8686 -4.1668 -7.1546
H -0.2272 -4.1469 -6.6407
H -1.2886 -5.0228 -5.5092
```

Its molar mass is 435.4 g/mol. The calculated total energy is -1735.6051 Ha. As for the energy above the lowest of the compared OMol25 structures with the same formula, charge and spin: 83.92 kcal per mole. For the HOMO-LUMO gap, the calculation gives 5.1532 eV. Its charge is -1. The LUMO energy is 1.738 eV.


No. 4
This record from the OMol25 dataset describes a structure of composition C20H40IrNP3S2. The level of theory is wB97M-V/def2-TZVPD.

Geometry as XYZ:
```
67
Properties=species:S:1:pos:R:3
Ir -0.1944 0.3443 0.2976
P 1.6584 1.5156 1.0158
P -1.4472 0.3685 2.1665
P -1.0878 2.1204 -0.5925
H -0.0909 -1.3802 -4.3705
C 0.1321 -0.8165 -3.4372
C 1.3279 0.0159 -3.8085
H 1.1481 0.4434 -4.8198
C 3.0968 0.5596 1.6105
C 1.3259 2.5907 2.4520
C 2.4801 2.6267 -0.1779
C -2.9161 -0.7221 2.0167
C -0.7233 -0.2096 3.7394
C -2.1963 1.9274 2.7151
C -0.3724 2.5560 -2.2224
C -1.1315 3.7935 0.1553
C -2.8149 1.6474 -0.9479
H -0.7714 -0.2381 -3.2209
H 1.5195 0.8427 -3.1018
H 3.2774 -0.3099 0.9690
H 2.9312 0.2238 2.6413
H 3.9829 1.2067 1.5896
H 0.9379 2.0154 3.2994
H 0.6208 3.3885 2.2034
H 2.2845 3.0420 2.7413
H 2.7255 2.0829 -1.0985
H 3.4179 2.9558 0.2947
H 1.8787 3.5095 -0.4182
H -3.4580 -0.6268 2.9682
H -2.6098 -1.7682 1.8612
H -3.5511 -0.3875 1.1834
H -1.4184 0.1245 4.5189
H 0.2615 0.2269 3.9263
H -0.6551 -1.3019 3.7637
H -2.7059 1.6722 3.6524
H -2.9286 2.3049 1.9956
H -1.4304 2.6790 2.9264
H -1.1062 3.1744 -2.7571
H -0.1877 1.6472 -2.8038
H 0.5526 3.1402 -2.0973
H -1.7250 4.4328 -0.5134
H -0.1202 4.2124 0.2290
H -1.6042 3.7935 1.1396
H -3.1600 2.2134 -1.8204
H -3.4760 1.8642 -0.1027
H -2.8708 0.5759 -1.1786
C 1.6296 -2.6129 -2.4086
C 0.2962 -1.8979 -2.3433
C -0.8701 -2.8220 -2.4456
C -0.7655 -4.1683 -2.3215
C 0.4956 -4.7288 -2.0082
C 1.6675 -3.9838 -2.1487
S 3.0723 -1.8370 -2.8026
H 2.3153 -0.7524 -3.8936
H 0.2526 -1.3419 -1.3680
H -1.8571 -2.3845 -2.6300
H -1.6545 -4.7938 -2.4491
H 0.5300 -5.7643 -1.6832
H 2.6610 -4.4352 -2.0928
S -0.3492 -4.2398 1.3919
C 1.0795 -3.5460 2.0866
C 1.1813 -2.1947 1.8054
N 0.1498 -1.7101 0.9946
C -0.7335 -2.6874 0.7329
H 1.7911 -4.0952 2.6814
H 1.9548 -1.5172 2.1574
H -1.6526 -2.5643 0.1621
```

Its spin multiplicity is 5. Its molar mass is 643.8 g/mol. The calculated total energy is -2764.5337 Ha. As for the energy above the lowest of the compared OMol25 structures with the same formula, charge and spin: 0.00 kcal per mole. For the HOMO-LUMO gap (spin up / spin down), the calculation gives 6.3219 / 5.9453 eV. Its charge is +3. The LUMO energy (spin up / spin down) is -9.472 / -12.317 eV.


No. 5
This record from the OMol25 dataset describes a structure of composition C20H40MgP2Si. The level of theory is wB97M-V/def2-TZVPD.

Geometry as XYZ:
```
64
Properties=species:S:1:pos:R:3
P -0.1036 -1.3470 -3.6600
P 0.2215 1.7455 -3.5889
C -0.2954 -0.4567 -5.3007
C 0.3419 0.9284 -5.2825
H -1.3775 -0.4026 -5.5036
H 0.1733 -1.0924 -6.0673
H 1.4130 0.8880 -5.5396
H -0.1607 1.5969 -5.9977
C -1.4831 2.4288 -3.8038
H -1.6602 3.1623 -3.0060
H -2.2272 1.6235 -3.7250
H -1.5692 2.9197 -4.7846
C 1.1999 3.2183 -4.1069
H 0.7600 3.6790 -5.0016
H 2.2247 2.8944 -4.3286
H 1.2189 3.9414 -3.2827
C -1.0567 -2.8245 -4.1854
H -0.9883 -3.5842 -3.3973
H -0.6595 -3.2182 -5.1305
H -2.1051 -2.5280 -4.3166
C 1.6132 -1.9622 -3.9393
H 2.3358 -1.1371 -3.8567
H 1.6854 -2.4203 -4.9380
H 1.8372 -2.7137 -3.1702
Mg -0.1407 -0.0820 1.9856
C 0.6764 1.7922 0.7113
C -0.6848 1.6847 0.6805
C -1.5055 1.0350 -0.4080
C -1.9184 -0.4680 -0.2089
C -0.8578 -1.4114 0.2883
C 0.4954 -1.3074 0.0937
C 1.1730 -0.2861 -0.7641
C 1.6760 1.0206 -0.1002
C 0.3761 -3.0095 3.3614
H 1.1190 2.5743 1.3470
H -1.2903 2.2916 1.3770
H -1.0417 1.1450 -1.4052
H -2.4587 1.5908 -0.4808
H -2.7763 -0.5215 0.4834
H -2.3326 -0.8549 -1.1620
H -1.2486 -2.3384 0.7330
H 1.1267 -2.1485 0.4033
H 0.5259 -0.0121 -1.6182
H 2.0512 -0.7680 -1.2304
H 2.5498 0.7804 0.5427
H 2.1160 1.6600 -0.9035
H 0.7499 -3.5328 4.2572
H 1.0568 -3.2365 2.5258
H -0.6150 -3.4463 3.1309
C 1.4026 -0.4613 6.8918
Si -0.0256 0.2172 5.8765
C -1.4865 -0.5510 6.7707
C -0.0384 2.0729 5.7286
C 0.1118 -0.4715 4.1278
C 0.2643 -1.5942 3.5782
H 1.1954 -0.2902 7.9575
H 2.3789 -0.0310 6.6392
H 1.4473 -1.5451 6.7269
H -1.3193 -0.4538 7.8516
H -2.4616 -0.1139 6.5253
H -1.5182 -1.6191 6.5255
H 0.8473 2.4016 5.1620
H -0.9342 2.4134 5.1866
H -0.0242 2.5358 6.7254
```

Its molar mass is 394.9 g/mol. The calculated total energy is -1958.1718 Ha. For the HOMO-LUMO gap (spin up / spin down), the calculation gives 5.0761 / 4.9314 eV. The LUMO energy (spin up / spin down) is 0.510 / 0.591 eV.


No. 6
This record from the OMol25 dataset describes a structure of composition C20H40NP3SSeY. The level of theory is wB97M-V/def2-TZVPD.

Geometry as XYZ:
```
67
Properties=species:S:1:pos:R:3
Y -0.1954 -1.3008 0.5505
P 0.2130 1.3393 2.3202
P -2.6533 0.1192 0.5881
P 2.4836 -0.4092 0.2209
H -1.1635 -2.5296 -2.2288
C -0.3210 -2.7599 -1.5725
C -0.5763 -3.2771 -0.2799
H -1.6308 -3.2323 0.1189
C 0.3324 2.9792 1.4926
C -1.0558 1.7205 3.5887
C 1.6757 1.4714 3.4230
C -3.5607 -0.5684 -0.8528
C -3.8151 -0.3020 1.9389
C -3.0445 1.8926 0.3628
C 2.9105 -1.3557 -1.2908
C 3.7310 -1.0158 1.4105
C 3.1270 1.2451 -0.1885
H 0.5132 -2.8705 -2.2856
H 0.0931 -3.8799 0.3820
H 0.4716 3.7794 2.2341
H -0.5841 3.1775 0.9262
H 1.1912 2.9851 0.8131
H -0.7405 2.5966 4.1725
H -1.1714 0.8641 4.2610
H -2.0121 1.9407 3.1072
H 1.6274 2.4000 4.0108
H 2.5999 1.4799 2.8371
H 1.6940 0.6213 4.1142
H -4.5698 -0.1368 -0.8993
H -3.6487 -1.6547 -0.7493
H -3.0271 -0.3245 -1.7803
H -4.7737 0.1917 1.7334
H -3.4274 0.0263 2.9115
H -3.9509 -1.3897 1.9682
H -4.1048 1.9732 0.0812
H -2.4374 2.3004 -0.4586
H -2.9114 2.4822 1.2783
H 4.0028 -1.3293 -1.4109
H 2.4328 -0.8892 -2.1662
H 2.5850 -2.4026 -1.2057
H 4.6515 -1.1538 0.8258
H 3.4047 -1.9657 1.8664
H 3.8903 -0.2573 2.1909
H 4.1373 1.0655 -0.5930
H 3.1961 1.8855 0.7066
H 2.4758 1.7152 -0.9484
C 0.0816 1.1354 -4.2698
C -0.4333 -0.1209 -4.6761
C -0.0989 -0.6149 -5.9563
C 0.8579 0.0421 -6.7408
C 1.5157 1.1694 -6.2318
C 1.1650 1.6549 -4.9863
Se -0.4408 2.3548 -2.8519
H -1.8516 2.1597 -3.1978
H -1.0549 -0.7237 -4.0146
H -0.5318 -1.5510 -6.3404
H 1.1188 -0.3192 -7.7353
H 2.2719 1.6890 -6.8118
H 1.7320 2.4681 -4.5543
S -1.7751 -1.9972 4.4860
C -0.1111 -1.7232 4.9270
C 0.7080 -1.9239 3.8410
N 0.0190 -2.1310 2.6568
C -1.3244 -2.3659 2.8818
H 0.2337 -1.4962 5.9289
H 1.7976 -1.8918 3.8285
H -1.9437 -3.0616 2.2927
```

Its molar mass is 587.4 g/mol. The calculated total energy is -4701.8090 Ha. As for the energy above the lowest of the compared OMol25 structures with the same formula, charge and spin: 0.00 kcal per mole. For the HOMO-LUMO gap, the calculation gives 3.9626 eV. Its charge is +3. The LUMO energy is -11.439 eV.